1.
Density functional theory data (ωB97M-V/def2-TZVPD) for a structure of composition C16H21Cl3IrOTe in a non-equilibrium geometry.

The geometry in XYZ format:
```
43
Properties=species:S:1:pos:R:3:forces:R:3
C -1.207768 0.450203 -2.189857 -0.64 -0.78 -0.43
C -1.383957 -0.978414 -2.402450 0.21 0.70 -1.87
C -0.062482 -1.582798 -2.342265 0.31 0.76 -0.87
C -2.648596 -1.689006 -2.690085 0.15 -0.20 0.09
C 0.913831 -0.532668 -2.087769 0.25 0.48 -2.18
C 0.202216 0.715285 -2.002097 1.07 -0.41 -0.50
C 0.832223 2.049732 -1.748626 -0.12 -0.08 0.05
C -2.291837 1.463912 -2.136870 -0.28 0.28 -0.18
C 0.257207 -3.001920 -2.659894 -0.07 -0.40 0.23
C 2.391304 -0.713557 -1.981993 -0.10 0.01 -0.13
Ir -0.531484 -0.655392 -0.528315 0.90 -0.03 4.15
Cl -3.414437 -4.021501 -0.209241 -0.05 -0.47 -0.17
Cl -2.686580 -0.885297 0.730389 -2.06 0.14 -0.52
Cl 0.070227 -2.498672 0.772722 0.75 -1.53 -0.69
H -3.481300 -1.035730 -2.471185 -0.32 0.04 0.01
H -2.751018 -2.578363 -2.059934 -0.14 -0.02 0.06
H -2.674448 -1.983372 -3.735467 -0.13 -0.06 -0.30
H -0.528170 -3.671278 -2.294302 0.10 0.07 0.07
H 1.215939 -3.306351 -2.226192 -0.20 0.05 0.00
H 0.327075 -3.140378 -3.746523 -0.01 0.18 0.10
H 2.666973 -1.625687 -1.451047 -0.09 0.00 0.06
H 2.861664 0.135941 -1.489610 0.01 -0.01 0.08
H 2.807758 -0.772559 -2.987163 0.17 -0.04 -0.12
H 1.755233 1.958602 -1.165792 -0.12 0.04 -0.02
H 0.151176 2.727129 -1.227159 0.06 -0.06 0.03
H 1.092886 2.527521 -2.696831 0.02 -0.01 -0.06
H -3.213919 1.060639 -1.716120 0.12 -0.12 0.03
H -2.506149 1.814598 -3.148001 -0.07 0.12 -0.08
H -2.017463 2.333722 -1.535799 0.08 -0.12 -0.02
O -0.486440 0.781585 0.972788 0.00 1.71 -0.92
H 0.181171 1.480619 0.936425 0.24 -0.17 -0.10
Te -0.804496 -0.704096 2.566784 -0.43 -0.37 3.69
C 0.516814 0.571956 3.640034 -0.59 -1.04 -0.03
C -0.107877 1.684918 4.209743 1.64 0.18 0.54
C 0.672605 2.480144 5.067689 0.09 -0.44 -0.40
C 2.019481 2.145281 5.313703 -0.29 -0.35 0.02
C 2.581229 0.973674 4.769726 -0.39 -0.21 -0.33
C 1.819826 0.142641 3.921401 -0.22 1.69 0.71
H -1.157933 1.872915 3.992716 0.23 0.18 0.10
H 0.221403 3.340662 5.547198 0.13 0.09 0.03
H 2.621309 2.772324 5.983555 -0.26 -0.26 -0.31
H 3.601653 0.684579 5.015299 -0.10 0.18 0.01
H 2.175149 -0.791564 3.490417 0.16 0.26 0.16
```
Forces are in eV/Å.

## Properties
LUMO level (spin up / spin down)   4.13 / 3.31 eV
<S²>   8.766
Spin multiplicity   6
Net charge   -2
Kohn-Sham gap (spin up / spin down)   0.067 / 0.185 hartree



2.
Density functional theory data (ωB97M-V/def2-TZVPD) for the molecule C16H21ClN4O5S in a non-equilibrium geometry.

The geometry in XYZ format:
```
48
Properties=species:S:1:pos:R:3:forces:R:3
C -4.033051 1.699196 -6.096648 0.22 0.01 0.60
C -4.705125 0.944095 -4.928805 0.41 0.20 -0.30
N -3.825729 0.820012 -3.730129 0.07 -2.73 -0.22
N -3.527111 1.856592 -2.878689 0.54 -0.29 0.22
C -2.847949 1.323969 -1.865307 -0.79 -1.15 -1.35
C -2.789376 -0.114703 -1.984069 1.42 2.73 0.29
C -2.166372 -1.081533 -1.100507 -1.68 -0.88 -0.98
O -2.697919 -2.201031 -1.153002 1.04 -0.29 0.49
C -1.065906 -0.777451 -0.157971 -0.17 -0.22 0.82
C -1.243708 -1.236254 1.184231 0.83 0.60 0.24
C -0.290863 -0.934311 2.173227 -0.14 0.08 -1.55
Cl -0.427937 -1.557524 3.832190 -0.11 0.53 -1.18
C 0.822090 -0.148292 1.763233 -2.30 -0.85 -0.47
N 1.705835 0.219595 2.720695 3.39 -0.12 1.52
C 1.374937 1.277172 3.737012 0.23 -0.56 -0.21
S 3.366474 -0.280814 2.416655 1.01 0.61 -0.56
O 4.118749 0.890614 1.948301 -0.92 -1.27 1.58
O 3.511154 -1.425904 1.480372 -1.46 1.83 2.43
N 3.768984 -0.692370 4.058073 -1.17 0.48 -1.27
C 5.150408 -0.454858 4.473072 0.25 0.06 -0.20
C 3.145125 -1.983299 4.436996 0.24 0.61 -0.15
C 0.994121 0.274231 0.451495 -0.14 -0.43 -0.66
C 0.093111 -0.080208 -0.563270 -0.21 0.27 0.06
O 0.241319 0.260896 -1.895530 -0.51 -0.41 0.83
C 1.539665 0.689622 -2.315005 -0.24 -0.77 1.37
C -3.366504 -0.382574 -3.209795 -0.67 -0.35 1.17
O -3.531963 -1.661113 -3.628779 -0.51 1.44 -1.40
H -3.571477 2.616697 -5.662785 -0.14 -0.63 -0.59
H -3.267770 1.035117 -6.575484 -0.61 0.82 0.29
H -4.821836 2.002191 -6.816022 0.61 -0.26 0.26
H -5.593558 1.485839 -4.620921 -0.09 0.05 0.18
H -5.033868 -0.046634 -5.315775 0.45 0.42 0.88
H -2.431436 1.910452 -1.068811 -0.12 0.34 0.06
H -2.121781 -1.801811 1.495917 0.12 0.12 -0.51
H 1.758081 0.952667 4.714452 -0.16 0.19 -0.33
H 0.278780 1.430410 3.799893 0.60 -0.55 -0.21
H 1.793466 2.248075 3.466306 0.24 -0.13 -0.09
H 5.324084 -0.865423 5.485557 -0.40 0.19 -0.49
H 5.328999 0.627725 4.497669 0.08 -0.36 -0.06
H 5.862641 -0.938720 3.794390 0.08 0.11 0.12
H 3.136111 -2.105242 5.537082 0.01 0.25 -0.60
H 3.711624 -2.772509 3.971174 0.13 -0.67 -0.01
H 2.126612 -1.996308 4.034845 0.25 -0.08 0.32
H 1.888862 0.838694 0.229980 -0.01 0.07 0.02
H 2.236784 -0.099413 -2.043782 0.41 0.18 0.04
H 1.580150 0.853955 -3.358209 -0.52 -0.11 -1.13
H 1.763724 1.622606 -1.845295 0.47 0.61 0.46
H -3.260652 -2.242121 -2.888226 -0.05 0.31 0.28
```
Forces are in eV/Å.

## Properties
LUMO level   0.05 eV
Spin multiplicity   1
Net charge   0
Kohn-Sham gap   0.323 hartree



3.
Density functional theory data (ωB97M-V/def2-TZVPD) for a cluster of 2 separate species, C16H21ClNO3 in total in a non-equilibrium geometry.

The geometry in XYZ format:
```
42
Properties=species:S:1:pos:R:3:forces:R:3
C -5.247530 -0.375231 -1.694116 0.05 0.05 0.06
C -3.765465 -0.422134 -2.038624 0.13 -0.04 -0.47
C -2.729677 -0.282817 -0.925238 0.51 0.29 0.35
C -1.348316 -0.354297 -1.606018 -0.48 1.47 -0.61
C -0.707988 -1.709792 -1.578691 0.02 0.09 -0.54
O -0.911338 0.626916 -2.223640 -0.97 -2.01 0.43
H -5.827719 -0.359271 -2.622251 0.00 -0.02 0.10
H -5.565915 -1.253599 -1.126457 0.03 0.13 0.10
H -5.496282 0.530049 -1.139308 -0.04 -0.04 0.12
H -3.581535 -1.382545 -2.542453 0.05 0.20 -0.13
H -3.547944 0.379348 -2.759651 -0.04 -0.27 0.05
H -2.782143 0.678962 -0.401011 -0.13 -0.10 -0.19
H -2.809788 -1.073157 -0.165132 -0.06 0.11 -0.22
H -1.477977 -2.471736 -1.403943 0.28 0.06 -0.10
H -0.213681 -1.850098 -2.544513 0.05 -0.22 0.18
H 0.042810 -1.761748 -0.787042 -0.06 0.02 0.04
C -2.855294 3.679132 1.846197 -0.24 -0.16 -0.07
C -1.485294 3.114500 2.105463 0.02 -0.29 -0.17
O -1.282174 1.936355 1.278644 -0.43 1.19 0.64
C -0.069177 1.384819 1.544279 1.93 -1.22 -1.11
C 0.426618 0.531773 0.432123 -1.29 1.56 0.11
N 1.519367 -0.131080 0.648942 1.44 -0.58 0.77
C 2.267145 -0.763173 -0.213741 -0.79 -0.11 -0.77
C 3.573938 -1.233179 0.153434 -0.09 0.00 0.08
C 4.429551 -1.899545 -0.756568 0.05 0.20 0.55
C 5.714571 -2.266228 -0.364396 0.01 0.17 0.60
C 6.164651 -1.971256 0.938237 -1.58 0.39 -0.65
Cl 7.729156 -2.456032 1.437454 0.90 -0.24 0.22
C 5.323306 -1.296987 1.840659 -0.33 -0.24 -0.57
C 4.029671 -0.944803 1.453481 1.07 -0.29 0.20
O 0.569822 1.658854 2.545721 -0.62 0.01 0.22
H -2.920641 4.687376 2.270523 -0.05 -0.16 -0.03
H -3.030763 3.742300 0.767472 -0.12 0.00 0.16
H -3.615637 3.047009 2.319936 -0.03 0.16 -0.25
H -0.729171 3.864683 1.832701 0.02 -0.31 0.22
H -1.368752 2.824715 3.156212 0.14 0.24 -0.26
H 0.170295 0.856629 -0.581975 -0.05 -0.20 0.80
H 1.923744 -0.923015 -1.249803 0.33 0.27 0.07
H 4.065610 -2.104447 -1.766639 0.18 0.03 0.28
H 6.381275 -2.780925 -1.050124 -0.06 0.04 0.07
H 5.679300 -1.057795 2.836514 0.03 -0.06 -0.05
H 3.359378 -0.418540 2.133322 0.20 -0.13 -0.24
```
Forces are in eV/Å.

## Properties
LUMO level   2.94 eV
Spin multiplicity   1
Net charge   -1
Kohn-Sham gap   0.204 hartree
ΔE to the lowest compared entry with this formula, charge and spin   0.00 kcal/mol



4.
Density functional theory data (ωB97M-V/def2-TZVPD) for a structure of composition C16H21CrN4O7 in a non-equilibrium geometry.

The geometry in XYZ format:
```
49
Properties=species:S:1:pos:R:3:forces:R:3
Cr 0.011721 -0.526389 -0.797428 0.50 -1.13 0.72
C -1.956126 -4.760036 1.543069 -0.01 -0.01 -0.16
N -1.795345 -3.926323 0.330721 -0.11 -0.40 0.09
C -2.667095 -4.235565 -0.815698 0.11 0.02 0.14
C -0.950333 -2.951801 0.302453 0.30 0.15 -0.24
O -0.732961 -2.266128 -0.768449 -0.60 0.07 0.08
C -0.164617 -2.588450 1.538226 0.01 -0.05 0.14
O 0.446975 -1.323785 1.301487 -0.14 0.38 -0.31
C 1.828834 -1.186277 1.597320 -0.07 0.01 0.10
C 2.552943 -0.873177 0.307511 -0.19 -0.17 -0.24
O 1.881717 -0.944577 -0.783417 0.19 0.58 0.08
N 3.808293 -0.551748 0.328053 0.35 0.02 0.07
C 4.539475 -0.189168 -0.901075 -0.05 -0.04 0.13
C 4.569480 -0.538240 1.595508 -0.05 0.01 -0.17
H -2.496228 -5.656443 1.258096 0.02 -0.05 -0.04
H -0.986903 -5.058194 1.937168 0.01 0.00 -0.03
H -2.532189 -4.222288 2.292869 0.03 -0.03 -0.05
H -2.288455 -5.110043 -1.341043 0.01 -0.03 0.01
H -3.658552 -4.445776 -0.423525 -0.03 0.00 -0.01
H -2.707909 -3.390173 -1.491183 0.03 0.04 -0.01
H -0.838449 -2.517105 2.391858 0.05 0.04 0.02
H 0.591961 -3.348928 1.742012 -0.01 -0.06 -0.04
H 1.961596 -0.375229 2.312380 -0.05 0.04 0.06
H 2.226713 -2.098550 2.045130 0.04 -0.01 0.00
H 3.841218 -0.030402 -1.712554 -0.04 0.00 -0.01
H 5.096505 0.723271 -0.703922 0.00 0.02 -0.01
H 5.230976 -0.988178 -1.161514 0.01 -0.02 0.03
H 4.222796 0.262705 2.246889 -0.02 0.02 -0.01
H 4.493566 -1.496472 2.105163 -0.01 -0.02 0.00
H 5.613007 -0.361603 1.358086 0.01 -0.01 -0.01
O -1.116710 3.196983 -0.265737 0.03 0.21 -0.02
C -1.451566 2.093095 -0.018820 0.38 -0.59 -0.27
O -0.623197 1.017066 -0.396682 -0.26 0.62 0.20
C -2.693644 1.656631 0.655051 0.03 -0.04 0.10
C -3.724024 2.572500 0.851508 -0.06 0.03 0.05
C -4.879420 2.177673 1.510394 -0.02 -0.03 0.01
C -5.011019 0.878875 1.989223 -0.12 0.11 0.01
C -3.965271 0.001393 1.785722 -0.06 -0.31 0.08
C -2.815043 0.364041 1.129340 0.10 -0.06 -0.08
N -4.059064 -1.393306 2.276711 -0.11 0.45 0.04
O -5.059182 -1.730631 2.845634 -0.01 -0.07 -0.01
O -3.092513 -2.123751 2.070931 -0.13 0.14 0.01
H -3.609861 3.586031 0.488414 0.00 -0.03 0.00
H -5.684782 2.883673 1.655475 0.00 0.00 0.01
H -5.900749 0.552113 2.508475 -0.01 0.01 0.00
H -2.030333 -0.365302 1.018193 0.02 0.05 0.02
N -0.172232 -0.236323 -3.918914 0.01 0.03 -0.09
C -0.101769 -0.347674 -2.781119 -0.12 0.13 -0.38
H -0.232362 -0.114940 -4.915112 0.00 -0.01 -0.01
```
Forces are in eV/Å.

## Properties
LUMO level (spin up / spin down)   -7.24 / -6.82 eV
<S²>   0.784
Spin multiplicity   2
Net charge   +2
Kohn-Sham gap (spin up / spin down)   0.299 / 0.314 hartree
ΔE to the lowest compared entry with this formula, charge and spin   0.00 kcal/mol



5.
Density functional theory data (ωB97M-V/def2-TZVPD) for a structure of composition C16H21DyFN6O2S.

The geometry in XYZ format:
```
48
Properties=species:S:1:pos:R:3:forces:R:3
Dy -0.310403 -0.053874 -0.209358 -0.19 0.38 -0.01
C -0.317415 -0.905998 3.117967 0.07 0.07 0.00
O 0.290484 0.028240 2.208667 -0.09 0.03 -0.38
C 1.669909 0.329790 2.470453 -0.16 -0.01 0.22
C 2.552166 -0.509982 1.595752 0.14 -0.01 -0.17
O 2.161540 -0.251597 0.245121 0.03 -0.16 0.09
C 3.099753 -0.782635 -0.708145 -0.08 0.02 0.13
H -0.264037 -0.504973 4.129196 -0.02 -0.03 0.03
H 0.183898 -1.873189 3.062360 0.02 -0.01 0.02
H -1.356446 -1.008400 2.814154 -0.02 0.00 -0.01
H 1.893763 0.166139 3.525651 -0.01 0.01 0.01
H 1.806728 1.386491 2.243277 0.01 0.02 -0.02
H 2.448561 -1.578286 1.809052 -0.01 -0.03 0.02
H 3.596905 -0.222818 1.741439 0.01 0.00 0.00
H 4.086851 -0.368391 -0.504473 0.03 0.00 -0.05
H 2.758088 -0.483438 -1.693465 -0.02 0.02 -0.03
H 3.130670 -1.871224 -0.629352 0.03 -0.02 -0.01
S 0.233666 0.515230 -2.771739 -0.06 0.13 0.20
C 0.163951 2.143711 -2.085240 0.05 -0.10 -0.04
C 0.187006 3.287481 -2.888607 0.02 0.00 -0.06
C 0.120584 4.526095 -2.292377 0.00 0.07 -0.05
C 0.015422 4.635001 -0.904229 0.01 0.03 -0.02
C -0.011948 3.476313 -0.173194 0.07 -0.03 -0.09
N 0.078085 2.263921 -0.746503 -0.24 -0.29 0.22
H 0.253747 3.173401 -3.961097 0.00 0.02 0.01
H 0.142657 5.418582 -2.904764 0.00 -0.01 0.00
H -0.046305 5.593285 -0.409783 -0.01 0.00 -0.03
H -0.103801 3.496512 0.906059 0.00 -0.04 0.01
F -6.776130 0.033474 0.190085 0.02 -0.01 -0.01
C -5.433862 -0.043302 0.165147 -0.08 0.03 0.01
C -4.841862 -1.145182 -0.421435 0.04 0.01 0.01
C -3.454165 -1.207044 -0.440592 -0.18 -0.05 -0.02
C -2.650238 -0.203990 0.110830 0.60 -0.09 0.03
C -3.314380 0.881947 0.691825 -0.10 0.11 0.04
C -4.700529 0.984199 0.724624 0.06 -0.07 0.01
H -5.461930 -1.920935 -0.850943 0.00 0.01 0.01
H -3.006294 -2.077559 -0.913795 0.02 -0.01 0.00
H -2.750159 1.700561 1.136868 0.01 0.00 -0.01
H -5.209479 1.829596 1.168716 0.00 -0.02 -0.01
N 0.843841 -5.565331 0.841903 -0.12 0.27 -0.13
N 0.384303 -4.493167 0.093368 0.29 -0.30 -0.09
N -0.062726 -4.653282 -1.129243 -0.21 0.25 0.10
C -0.306081 -3.393524 -1.477957 0.08 -0.19 -0.14
N 0.014892 -2.542863 -0.501665 0.18 -0.01 0.14
N 0.481083 -3.275548 0.506943 -0.26 0.19 -0.07
H 0.327351 -6.377464 0.519474 0.06 -0.06 0.07
H 0.638974 -5.360096 1.813855 0.00 -0.12 0.03
H -0.702890 -3.101181 -2.436332 0.01 -0.02 0.02
```
Forces are in eV/Å.

## Properties
LUMO level (spin up / spin down)   -2.55 / -2.54 eV
<S²>   9.328
Spin multiplicity   6
Net charge   +1
Kohn-Sham gap (spin up / spin down)   0.306 / 0.307 hartree
ΔE to the lowest compared entry with this formula, charge and spin   0.00 kcal/mol



The records above give, respectively, energy values of -66675.3814; -56485.4722; -37088.0791; -65629.7909; -67598.0981 eV.